# 1
97
Properties=species:S:1:pos:R:3:forces:R:3:mulliken_charge:R:1 method="wB97M-V/def2-TZVPD" homo_lumo_gap_ev="3.0601 / 3.0580" total_charge=+1 homo_ev="-9.13 / -9.13"
Pt -0.12900 -0.11390 0.36420 0.37 -3.64 -0.06 3.166
O -1.90370 4.35380 -0.49880 0.05 -0.05 -0.11 -0.624
C -1.61530 4.83940 0.72200 0.26 -0.06 0.15 0.292
C -2.17750 6.05380 1.11540 -0.13 -0.09 -0.10 -0.761
C -1.89800 6.58300 2.35850 0.06 -0.14 -0.22 -0.469
C -1.03300 5.92450 3.22860 0.07 -0.08 0.18 -0.910
C -0.47980 4.71890 2.86030 0.01 0.17 0.02 -0.525
C -0.76640 4.15270 1.61290 0.07 0.14 -0.24 0.471
C -0.23090 2.83630 1.25930 0.47 -0.11 -0.29 0.503
O -0.30560 2.37180 0.08160 -0.10 -0.17 -0.06 -0.284
N 0.29240 2.14770 2.27660 -0.79 -0.18 1.39 -0.660
N 0.71120 0.93220 2.02590 -1.28 -0.41 -2.12 0.134
C 1.18750 0.20300 3.01360 0.48 -0.44 0.34 -0.627
C 1.90760 -0.99390 2.85310 -0.42 -0.13 -0.68 0.974
C 2.39620 -1.64310 4.00550 0.29 -0.47 0.28 -1.090
C 3.17540 -2.76320 3.92200 -0.20 0.31 0.28 -0.642
C 3.49380 -3.30620 2.66280 -0.11 0.20 -0.18 -0.535
C 3.03890 -2.72280 1.51700 -0.07 0.28 -0.34 -0.541
C 2.23420 -1.54320 1.54620 0.30 -0.47 1.59 0.583
O 1.85990 -1.01340 0.45530 -2.17 1.35 -1.24 -0.661
H -1.34700 3.55140 -0.63510 -0.06 0.32 -0.05 -0.070
H -2.82520 6.56950 0.42320 -0.07 0.04 -0.08 0.590
H -2.33990 7.52630 2.64380 -0.03 0.08 0.01 0.493
H -0.79910 6.35970 4.18790 0.03 0.01 0.08 0.406
H 0.19940 4.19270 3.51570 -0.06 0.02 0.04 0.499
H 1.05790 0.58900 4.02450 0.32 0.32 -0.19 0.428
H 2.14990 -1.22950 4.97170 -0.02 0.07 0.11 0.405
H 3.55380 -3.23520 4.81480 -0.01 -0.01 0.10 0.424
H 4.09950 -4.19890 2.61110 0.03 -0.06 -0.06 0.427
H 3.26660 -3.13040 0.54320 0.02 -0.03 -0.06 0.477
S -6.06990 2.75030 0.86520 0.02 0.31 -0.13 -0.246
C -4.48890 2.01290 0.56980 -0.01 -0.10 0.20 0.353
C -3.78350 2.04090 -0.63080 -0.07 -0.32 0.13 -0.573
C -2.66780 1.23540 -0.76660 0.04 -0.02 -0.47 -0.281
N -2.21760 0.44660 0.21650 1.23 0.79 0.97 0.575
C -2.85550 0.47250 1.39240 -0.03 -0.18 0.42 -0.424
C -3.98730 1.22110 1.60590 -0.15 -0.07 -0.33 -1.719
C -5.81480 4.49950 0.54040 0.06 -0.42 0.15 0.493
C -5.85880 5.35220 1.63270 -0.01 0.05 -0.09 -0.108
C -5.73150 6.71190 1.39430 -0.06 -0.25 0.30 -0.606
N -5.56620 7.21460 0.18790 0.13 0.76 -0.05 -0.553
C -5.52290 6.39630 -0.84340 0.03 -0.33 -0.31 -0.566
C -5.65050 5.01830 -0.73120 -0.02 0.10 0.04 -0.040
H -4.09750 2.65590 -1.45820 -0.01 -0.02 -0.08 0.302
H -2.12620 1.19360 -1.70350 0.17 0.08 -0.02 0.310
H -2.43460 -0.13400 2.18960 0.03 0.11 -0.12 0.701
H -4.48570 1.19260 2.56120 -0.01 0.02 0.12 0.544
H -5.99970 4.97330 2.63160 0.02 -0.06 0.11 0.429
H -5.75720 7.42510 2.20490 -0.04 0.03 0.18 0.425
H -5.38670 6.86840 -1.80440 0.01 -0.05 -0.22 0.385
H -5.64720 4.39100 -1.60710 -0.01 -0.06 -0.10 0.466
C 1.73670 4.00620 -2.54570 0.06 0.01 0.04 -1.779
C 0.85020 3.03860 -3.26650 -0.25 -0.11 -0.22 1.422
C -0.16640 3.52900 -4.07940 -0.26 0.00 -0.14 -0.886
C -0.98140 2.67330 -4.81210 0.23 0.43 0.24 -1.274
C -0.78930 1.31380 -4.75340 0.19 -0.42 0.35 -0.622
C 0.20150 0.79230 -3.90690 -0.11 1.17 -0.16 0.209
N 0.37110 -0.54830 -3.74250 1.31 -0.74 0.21 -0.154
C -0.33620 -1.58840 -4.32710 -0.28 -0.36 -0.18 -0.001
C -0.33930 -1.75480 -5.71280 0.06 -0.06 0.05 -0.210
C -0.93610 -2.86260 -6.28560 0.00 0.13 0.08 -0.662
C -1.53320 -3.82670 -5.48600 -0.14 -0.06 0.13 -0.667
C -1.56260 -3.65820 -4.11240 -0.11 -0.13 -0.10 -0.542
C -0.99110 -2.54060 -3.52310 0.23 0.65 0.31 0.211
C -1.15630 -2.29360 -2.03310 -0.49 -1.41 -0.83 -0.101
O -1.80270 -3.12140 -1.37630 -0.29 -0.16 0.42 -0.704
O -0.63860 -1.22940 -1.61430 0.82 2.19 2.32 -0.724
C 1.03480 1.66170 -3.15540 -0.59 -0.15 -0.51 1.176
C 2.04070 1.08020 -2.22020 -0.17 -0.03 0.23 -2.299
H 1.45400 5.02950 -2.77780 -0.01 0.06 0.01 0.414
H 2.77350 3.86530 -2.85240 0.08 0.07 0.07 0.415
H 1.68110 3.86960 -1.46720 0.04 0.02 0.14 0.236
H -0.33150 4.59440 -4.13190 0.03 0.13 -0.04 0.378
H -1.77440 3.08040 -5.41850 -0.08 0.05 -0.16 0.432
H -1.41470 0.63980 -5.31850 -0.08 -0.04 -0.05 0.538
H 0.83220 -0.80560 -2.87410 -0.42 0.16 -0.54 0.119
H 0.18260 -1.03500 -6.32650 0.01 0.08 -0.02 0.574
H -0.91830 -2.98290 -7.35930 0.01 -0.01 -0.06 0.409
H -1.99580 -4.69260 -5.93510 0.01 -0.09 -0.01 0.420
H -2.04970 -4.38350 -3.47700 -0.02 -0.03 0.03 0.458
H 2.58210 0.24360 -2.65720 0.11 -0.07 -0.03 0.489
H 1.52450 0.71100 -1.31550 0.40 0.10 -0.22 0.616
H 2.75810 1.83140 -1.91170 0.11 -0.04 0.15 0.488
C -4.19600 -2.19820 -0.25270 0.26 0.08 0.07 -1.007
As -2.86960 -3.04810 0.91780 -1.23 -0.56 -0.15 1.388
C -2.78800 -4.96120 0.58110 0.23 0.08 -0.07 -1.108
C -3.85090 -2.99920 2.61660 0.22 -0.03 -0.02 -1.359
S -0.91520 -2.36600 1.50440 1.14 1.75 -0.33 -0.375
H -5.02720 -1.84390 0.35810 0.13 -0.08 0.08 0.458
H -4.53590 -2.97420 -0.93640 0.10 -0.03 0.04 0.491
H -3.78780 -1.37860 -0.83710 0.16 -0.12 0.07 0.087
H -3.48510 -5.20410 -0.21790 -0.01 0.06 -0.01 0.365
H -3.04770 -5.51310 1.48590 -0.02 0.21 -0.02 0.448
H -1.78170 -5.23040 0.26200 -0.09 0.16 -0.02 0.308
H -4.76750 -3.58270 2.51750 0.01 0.03 -0.10 0.415
H -4.10680 -1.97700 2.89980 0.05 -0.04 -0.11 0.357
H -3.24410 -3.43840 3.40940 0.02 0.02 -0.09 0.414


# 2
91
Properties=species:S:1:pos:R:3:forces:R:3:mulliken_charge:R:1 method="wB97M-V/def2-TZVPD" e_above_lowest_kcal_mol=1.3 homo_lumo_gap_ev=6.5520 total_charge=0 homo_ev=-7.87
Cd 1.92379 -1.72871 4.30916 -0.34 1.14 1.29 0.878
C -2.68394 0.09718 5.03499 -0.99 0.28 -0.53 -0.601
C -2.80074 -0.10372 3.71429 0.67 -0.24 0.39 -0.290
C -3.11478 0.92289 2.65580 -0.22 -0.16 -0.52 -0.822
C -1.90923 1.62221 1.99634 -0.06 0.18 -0.15 0.141
C -0.87186 2.21398 2.91174 0.29 0.15 0.70 -0.557
C -1.02524 2.58760 4.19013 -0.05 -0.37 -0.36 -0.217
C -2.34940 2.66468 4.92286 0.11 0.54 0.38 -0.984
C -2.77682 1.42764 5.73901 -0.16 0.05 0.01 -0.251
C 2.55968 0.02288 3.29523 0.58 0.22 -1.09 -0.977
H -2.73480 -0.74102 5.72398 0.67 -0.22 -0.23 0.430
H -2.58689 -1.10631 3.31224 -0.44 0.25 0.34 0.349
H -3.82265 1.68048 3.01533 0.16 -0.38 -0.04 0.421
H -3.64056 0.36068 1.85243 0.18 0.47 0.35 0.458
H -1.37948 0.90288 1.35329 -0.17 0.14 0.09 -0.312
H -2.29614 2.40756 1.32225 0.13 -0.27 0.07 0.336
H 0.11803 2.29494 2.45406 -0.13 -0.07 0.26 0.489
H -0.15501 2.86274 4.81035 -0.34 -0.07 -0.61 0.262
H -3.17122 2.99201 4.26777 0.46 -0.11 0.18 0.424
H -2.20063 3.48271 5.64748 -0.33 -0.16 -0.15 0.382
H -2.14608 1.35802 6.64338 -0.30 0.04 -0.27 0.083
H -3.82971 1.59153 6.06797 0.63 -0.11 0.03 0.309
H 3.52127 0.27723 3.75547 -0.17 -0.10 0.00 0.347
H 1.85223 0.83980 3.47847 -0.06 -0.54 0.18 0.059
H 2.72593 -0.08020 2.21667 -0.06 -0.02 0.28 0.394
P 0.03435 -2.27664 -4.66995 0.22 -0.39 0.22 0.074
P 1.96706 0.26160 -5.04081 0.60 0.38 -0.42 -0.022
C -0.61300 -0.69593 -5.28171 0.38 1.08 -0.43 -0.841
C 0.21531 0.35607 -5.48857 -1.00 -0.89 -0.35 -0.502
C -0.74991 -3.44977 -5.86223 0.02 -0.19 -0.22 0.304
C -1.88774 -3.12449 -6.61281 -0.12 -0.44 -0.09 0.160
C -2.48009 -4.06750 -7.45867 0.32 -0.20 0.04 -0.640
C -1.90088 -5.33575 -7.60095 0.13 0.25 0.22 -0.452
C -0.71006 -5.64555 -6.92454 -0.30 0.15 -0.10 -0.512
C -0.13060 -4.70535 -6.07017 -0.51 0.33 0.03 -0.400
C -0.98743 -2.39469 -3.13527 -0.18 -0.19 -0.15 0.531
C -0.67229 -1.51097 -2.08529 -0.37 -0.33 -0.06 -0.784
C -1.41346 -1.55151 -0.90140 -0.03 -0.20 -0.23 -0.165
C -2.48184 -2.45024 -0.76722 0.18 0.05 -0.24 -0.493
C -2.79003 -3.32054 -1.81724 0.23 0.00 0.06 -0.533
C -2.02391 -3.32467 -2.98942 -0.01 0.39 0.42 -0.497
C 2.62700 1.01691 -6.62355 -0.17 0.07 -0.08 0.294
C 2.51684 0.24905 -7.80388 0.06 0.35 0.25 -0.290
C 2.92901 0.77481 -9.02828 0.13 0.32 0.09 -0.648
C 3.43828 2.08338 -9.08665 -0.09 -0.08 0.38 -0.377
C 3.53585 2.86120 -7.92256 0.03 -0.48 -0.28 -0.635
C 3.15484 2.31422 -6.69449 -0.11 -0.02 -0.14 -0.202
C 2.03825 1.70955 -3.91509 0.14 -0.01 0.21 0.381
C 3.18943 1.83258 -3.11243 -0.40 0.46 -0.15 -0.463
C 3.34502 2.95185 -2.29102 -0.31 0.05 -0.10 -0.582
C 2.34674 3.93816 -2.25047 0.08 -0.25 -0.11 -0.506
C 1.19636 3.80170 -3.03211 0.02 -0.28 0.06 -0.672
C 1.02428 2.67324 -3.84159 0.49 0.31 0.27 0.078
H -1.68334 -0.62589 -5.52018 0.45 0.19 0.08 0.536
H -0.12581 1.27033 -6.00107 -0.10 -0.45 0.35 0.814
H -2.33166 -2.13286 -6.55384 0.03 -0.32 0.09 0.128
H -3.39211 -3.80891 -8.00542 0.36 -0.12 0.17 0.383
H -2.37427 -6.07692 -8.24451 0.16 0.17 0.13 0.360
H -0.24395 -6.62666 -7.06479 -0.16 0.42 0.06 0.370
H 0.79936 -4.94423 -5.55482 -0.22 0.09 -0.03 0.367
H 0.14650 -0.79668 -2.21504 -0.24 -0.20 0.12 0.379
H -1.15647 -0.88766 -0.07762 -0.07 -0.10 -0.18 0.348
H -3.06231 -2.47301 0.15923 0.17 0.02 -0.35 0.362
H -3.62446 -4.01307 -1.72510 0.17 0.10 0.04 0.364
H -2.23547 -4.03867 -3.78723 -0.03 0.26 0.21 0.314
H 2.08180 -0.75315 -7.75854 0.18 0.25 0.00 0.389
H 2.85375 0.17364 -9.94354 0.02 0.28 0.44 0.354
H 3.76567 2.49516 -10.03757 -0.10 -0.06 0.12 0.356
H 3.91396 3.88822 -7.96690 -0.11 -0.44 -0.02 0.363
H 3.25018 2.92757 -5.79497 -0.09 -0.25 -0.25 0.260
H 3.96095 1.06084 -3.15572 -0.20 0.22 0.02 0.372
H 4.24242 3.05774 -1.68333 -0.21 -0.02 -0.09 0.411
H 2.45692 4.80211 -1.59199 0.02 -0.24 -0.25 0.388
H 0.41738 4.56526 -3.01369 0.22 -0.19 0.09 0.393
H 0.10745 2.56053 -4.41744 0.29 0.12 0.15 0.334
O 1.69789 -1.84035 6.53861 -0.44 0.25 -0.21 -1.009
C 1.09087 -0.72195 6.80193 -0.17 0.97 -1.58 0.748
O 0.70537 0.08509 5.90963 0.54 -1.42 1.47 -0.455
C 0.85191 -0.38902 8.25441 -0.28 0.53 0.78 0.181
C 0.34459 0.87999 8.65275 0.05 -0.74 0.08 -0.325
C 0.07583 1.14120 9.99630 0.27 -0.24 0.11 -0.364
C 0.35578 0.16404 10.95688 0.47 -0.73 -2.05 -0.007
C 0.79942 -1.11924 10.57175 0.00 0.68 0.63 -0.475
C 1.08332 -1.36496 9.23547 -0.23 0.16 -0.21 -0.467
N 0.33302 0.59316 12.31655 -0.45 1.00 2.99 0.928
O 0.05043 1.79249 12.52932 0.47 -2.00 -0.18 -0.586
O 0.60301 -0.20480 13.23121 -0.37 0.96 -1.70 -0.580
H 0.17952 1.67037 7.92902 -0.02 -0.29 -0.13 0.444
H -0.31501 2.08384 10.38964 0.30 -0.25 -0.58 0.459
H 0.94815 -1.89149 11.32279 0.11 0.27 -0.09 0.439
H 1.50628 -2.32243 8.93545 -0.25 0.21 0.04 0.366


# 3
90
Properties=species:S:1:pos:R:3:forces:R:3:mulliken_charge:R:1 method="wB97M-V/def2-TZVPD" homo_lumo_gap_ev=4.1968 total_charge=+2 homo_ev=-12.05
Tc -0.23696 0.60874 -0.78627 -0.04 0.07 0.13 -0.071
I -0.95032 0.02368 1.61438 0.04 0.00 -0.04 0.559
C -0.97911 1.65654 2.94038 -0.01 0.01 0.02 0.277
C -1.48875 1.23960 4.14064 0.01 -0.01 0.00 -0.715
C -1.52279 2.11078 5.24048 0.01 0.01 -0.01 -1.297
C -1.00397 3.36043 5.09846 -0.01 -0.01 0.02 -0.462
C -0.48041 3.80482 3.86166 0.00 -0.03 -0.03 0.082
C 0.03526 5.12020 3.79262 -0.02 0.01 0.03 -0.907
C 0.53584 5.62119 2.63199 0.01 0.01 0.00 -1.435
C 0.52339 4.81736 1.48728 0.01 -0.03 -0.01 -0.779
C 0.03270 3.52296 1.48885 0.00 0.03 -0.01 1.728
P -0.10740 2.87254 -0.18337 -0.02 -0.03 -0.02 2.100
C -1.77572 3.14670 -0.79274 0.01 -0.04 -0.02 1.033
C -2.82129 3.32814 0.12247 -0.01 -0.01 0.01 -0.555
C -4.11993 3.45373 -0.33516 0.00 0.00 0.01 -0.808
C -4.38626 3.39687 -1.69864 0.00 -0.01 0.00 -0.620
C -3.35507 3.21711 -2.61230 0.02 0.00 0.01 -0.906
C -2.05225 3.08776 -2.16605 -0.01 0.01 -0.01 -0.864
C 1.12541 3.68488 -1.20475 -0.01 0.01 0.04 0.054
C 0.79180 4.68375 -2.11808 0.00 -0.01 -0.02 0.034
C 1.79750 5.31706 -2.83521 -0.01 0.00 0.00 -0.919
C 3.12510 4.97179 -2.62951 0.00 -0.01 0.01 -0.659
C 3.46009 3.99509 -1.69690 0.01 0.01 0.00 -1.333
C 2.46502 3.35000 -0.98408 0.01 -0.01 0.00 -0.218
C -0.47186 2.96129 2.70992 0.02 0.00 0.01 0.805
H -1.85708 0.22806 4.26674 0.00 0.00 0.01 0.607
H -1.93317 1.77203 6.18100 0.00 -0.01 0.00 0.449
H -0.98173 4.04616 5.93546 0.00 0.00 0.00 0.432
H 0.02209 5.71889 4.69465 0.00 0.00 -0.01 0.446
H 0.93908 6.62267 2.57946 0.00 0.00 0.00 0.480
H 0.90782 5.24510 0.57197 -0.01 0.01 -0.01 0.337
H -2.61818 3.39179 1.18394 0.00 0.00 0.00 0.400
H -4.92628 3.60467 0.36934 0.00 0.00 0.00 0.487
H -5.40404 3.49764 -2.05122 0.00 0.00 0.00 0.440
H -3.56691 3.17791 -3.67197 0.00 0.00 0.00 0.460
H -1.25508 2.94133 -2.88426 0.00 0.00 0.00 0.547
H -0.23724 4.98414 -2.26232 0.00 0.00 0.00 0.628
H 1.54076 6.08988 -3.54681 0.00 0.00 0.00 0.473
H 3.90438 5.47396 -3.18691 0.00 0.00 0.00 0.459
H 4.49811 3.74820 -1.51562 0.00 0.00 0.00 0.554
H 2.73595 2.61968 -0.22622 -0.01 -0.01 -0.01 0.910
C 3.23904 -0.02348 -2.43784 0.02 0.04 0.03 -1.160
C 2.79083 -0.26440 -1.04381 -0.06 -0.03 0.09 0.541
O 3.30865 -0.75696 -0.11318 0.01 -0.04 -0.05 -0.318
N 1.35695 0.23273 -0.83334 0.07 0.03 -0.10 -0.348
Te 2.86524 1.21287 2.48670 -0.01 0.02 0.03 0.659
C 2.77714 2.59744 4.08706 -0.01 -0.03 0.00 0.825
C 2.26480 2.20998 5.33096 -0.02 0.00 -0.01 0.729
C 1.79563 0.81242 5.62657 -0.01 0.01 0.01 -1.577
C 2.21684 3.15284 6.35705 0.02 -0.01 0.00 -0.728
C 2.66824 4.45318 6.18650 0.00 -0.01 -0.01 0.327
C 2.64185 5.44555 7.31523 0.00 0.00 0.00 -1.823
C 3.17971 4.80677 4.94172 0.01 0.00 0.01 -1.004
C 3.24959 3.90281 3.88825 0.00 0.05 0.02 1.277
C 3.86067 4.36178 2.59078 0.00 0.01 -0.01 -1.611
C 4.00303 -0.29425 3.43664 0.01 -0.04 -0.03 0.128
C 3.47669 -1.58475 3.55480 0.00 0.00 -0.01 1.002
C 2.12238 -1.96982 3.02042 0.01 0.00 -0.02 -0.940
C 4.23459 -2.55528 4.20146 0.00 0.01 0.01 -1.119
C 5.48580 -2.27523 4.73305 0.00 -0.01 0.00 0.516
C 6.29204 -3.33372 5.43062 0.00 0.00 0.00 -1.590
C 5.98492 -0.98647 4.58937 0.01 -0.01 0.01 -1.082
C 5.27357 0.01536 3.94063 -0.01 0.02 -0.01 0.867
C 5.89865 1.37674 3.80721 0.00 -0.01 -0.01 -1.235
H 4.26050 -0.37872 -2.54544 0.00 0.00 0.00 0.342
H 3.17849 1.04530 -2.65281 0.00 0.00 -0.01 0.293
H 2.57661 -0.54653 -3.12912 0.00 -0.02 0.00 0.387
H 1.20094 0.40941 4.80470 0.00 0.01 -0.01 -0.133
H 1.19516 0.79275 6.53561 0.00 0.00 0.00 0.458
H 2.64260 0.13798 5.76785 -0.01 -0.01 0.00 0.387
H 1.82830 2.84967 7.32368 0.00 0.00 0.00 0.417
H 2.05892 5.07643 8.15751 0.00 0.00 0.00 0.394
H 2.22158 6.40045 6.99640 0.00 0.00 0.00 0.392
H 3.65311 5.64506 7.67345 0.00 -0.01 0.00 0.363
H 3.55426 5.81432 4.79253 0.00 0.00 0.00 0.430
H 4.17080 5.40346 2.66475 0.00 0.00 0.00 0.478
H 3.16199 4.27816 1.75465 0.00 -0.01 0.00 0.120
H 4.73685 3.76203 2.33671 -0.01 0.00 0.00 0.163
H 2.05513 -1.80076 1.94296 0.00 0.00 0.00 0.054
H 1.33400 -1.38261 3.49910 0.00 -0.01 0.01 0.020
H 1.92408 -3.02394 3.20806 0.00 0.00 0.01 0.408
H 3.83206 -3.55746 4.29592 0.00 0.00 0.00 0.343
H 5.72845 -4.25895 5.53559 0.00 0.00 0.00 0.367
H 6.59252 -3.00181 6.42482 0.00 0.00 0.00 0.370
H 7.20314 -3.55418 4.87242 0.00 0.00 0.00 0.346
H 6.96596 -0.75246 4.98769 0.00 0.00 0.00 0.446
H 6.93582 1.35289 4.13570 0.00 0.00 0.00 0.471
H 5.37337 2.12207 4.40740 0.00 0.00 0.00 0.232
H 5.87775 1.71413 2.76866 0.00 0.00 0.00 0.143
Cl -1.60132 -0.20810 -2.32096 -0.01 0.00 -0.03 -0.261


Listing calculated total energy for the structures above in their given order: -5426.22251 -2830.99585 -3202.58674 hartree.